(1)
{
  "formula": "C26H22N5PdSi",
  "method": "ωB97M-V with the def2-TZVPD basis set",
  "charge": 3,
  "total_energy_ev": -46100.4600,
  "e_lumo_ev": -10.9285,
  "e_above_lowest_kj_mol": 1.6,
  "homo_lumo_gap_ev": 6.36,
  "largest_force_ev_per_a": 0.71,
  "species": ["Pd", "N", "C", "N", "C", "N", "N", "C", "C", "C", "C", "C", "C", "N", "C", "C", "C", "C", "C", "C", "H", "H", "H", "H", "H", "H", "H", "H", "H", "H", "H", "C", "C", "C", "C", "C", "C", "Si", "C", "C", "C", "C", "C", "C", "H", "H", "H", "H", "H", "H", "H", "H", "H", "H", "H"],
  "coordinates": [[-0.20163, -1.04145, -0.31447], [4.05247, -1.26637, 0.10759], [2.86716, -1.16117, -0.44426], [1.75245, -1.10582, 0.26147], [1.80388, -1.14964, 1.66125], [0.69958, -1.15229, 2.35406], [-0.40665, -1.19011, 1.59675], [-1.60563, -1.37532, 2.02335], [-2.64543, -1.47566, 1.00289], [-3.96237, -1.75187, 1.29121], [-4.86052, -1.91093, 0.23199], [-4.40426, -1.79059, -1.06567], [-3.06099, -1.49608, -1.28744], [-2.20764, -1.34068, -0.28375], [3.08711, -1.22141, 2.30408], [3.23192, -1.25986, 3.69993], [4.48714, -1.36933, 4.25096], [5.61670, -1.44674, 3.42759], [5.49823, -1.41329, 2.05219], [4.23158, -1.29979, 1.49789], [4.86818, -1.33538, -0.49010], [2.80355, -1.11120, -1.52639], [-1.79705, -1.49466, 3.08458], [-4.28590, -1.86166, 2.31737], [-5.89953, -2.13772, 0.43091], [-5.06414, -1.91986, -1.91166], [-2.67245, -1.37723, -2.29144], [2.35223, -1.20775, 4.32512], [4.60286, -1.40281, 5.32521], [6.59868, -1.53822, 3.87167], [6.37552, -1.47984, 1.42102], [-4.95987, 2.75238, -0.91727], [-4.37359, 2.66667, 0.33911], [-3.05376, 2.26552, 0.44940], [-2.30730, 1.95148, -0.70599], [-2.91704, 2.04978, -1.97235], [-4.23506, 2.44676, -2.06827], [-0.57348, 1.59111, -0.40982], [0.73785, 1.37468, -1.65420], [2.02770, 1.85179, -1.35064], [3.02746, 1.78358, -2.30172], [2.77718, 1.18250, -3.53694], [1.52661, 0.65864, -3.83295], [0.49710, 0.76906, -2.90683], [-5.98854, 3.07754, -1.00684], [-4.93392, 2.93624, 1.22384], [-2.59561, 2.22464, 1.43153], [-2.36108, 1.85769, -2.88144], [-4.69945, 2.54466, -3.04016], [-0.09190, 1.79849, 0.96272], [2.23181, 2.32209, -0.39506], [3.99732, 2.21806, -2.09633], [3.56305, 1.13864, -4.28070], [1.34252, 0.20487, -4.79729], [-0.49304, 0.41784, -3.17570]]
}



(2)
{
  "formula": "C26H23F4N4",
  "method": "ωB97M-V with the def2-TZVPD basis set",
  "charge": 1,
  "total_energy_ev": -44156.1824,
  "e_lumo_ev": -5.3387,
  "e_above_lowest_kj_mol": 30.8,
  "homo_lumo_gap_ev": 5.36,
  "largest_force_ev_per_a": 2.56,
  "species": ["F", "C", "C", "C", "F", "C", "C", "C", "C", "C", "C", "F", "C", "C", "F", "C", "C", "H", "H", "H", "H", "H", "H", "H", "C", "C", "C", "C", "C", "C", "N", "C", "C", "C", "C", "C", "N", "N", "N", "C", "C", "H", "H", "H", "H", "H", "H", "H", "H", "H", "H", "H", "H", "H", "H", "H", "H"],
  "coordinates": [[0.27530, -1.67675, 4.37488], [-0.64158, -0.72795, 3.97577], [-0.81463, 0.35807, 4.84126], [-1.77957, 1.28605, 4.42319], [-1.90299, 2.42222, 5.19539], [-2.57351, 1.10970, 3.30296], [-2.50911, -0.11344, 2.56677], [-3.62615, -0.48345, 1.66177], [-3.36200, -1.22457, 0.43091], [-3.95857, -0.79954, -0.79905], [-4.03227, -1.69668, -1.86102], [-4.79539, -1.36222, -2.96118], [-3.40830, -2.94393, -1.84123], [-2.74613, -3.29816, -0.67184], [-2.16839, -4.55035, -0.59663], [-2.66939, -2.46615, 0.44505], [-1.35610, -0.90875, 2.79863], [-0.24819, 0.48157, 5.75978], [-3.31254, 1.87395, 3.05078], [-4.26407, 0.39026, 1.48783], [-4.48680, 0.16094, -0.81954], [-3.46629, -3.62293, -2.68135], [-2.25248, -2.85577, 1.37944], [-1.06237, -1.73800, 2.16021], [-13.95761, -1.73304, -1.01262], [-13.68556, -0.94353, 0.11023], [-12.37217, -0.72972, 0.51927], [-11.29720, -1.32895, -0.19621], [-9.91459, -1.11468, 0.20366], [-9.36420, -0.13776, 1.01085], [-8.06311, -0.44677, 1.13520], [-7.03107, 0.18576, 1.96479], [-6.38051, -0.84254, 2.84913], [-5.57650, -0.47060, 4.07157], [-4.79870, -1.77370, 4.36788], [-4.83861, -2.57813, 3.06614], [-5.33581, -1.55442, 2.07896], [-7.79610, -1.59807, 0.44059], [-8.89924, -1.97666, -0.15203], [-11.59006, -2.16257, -1.30456], [-12.90797, -2.34141, -1.71853], [-14.98331, -1.87656, -1.33518], [-14.49748, -0.48414, 0.67585], [-12.13724, -0.11314, 1.39488], [-9.84249, 0.71436, 1.49034], [-6.26799, 0.64648, 1.31806], [-7.53024, 0.95782, 2.56190], [-7.19736, -1.50135, 3.19367], [-4.87779, 0.31463, 3.75764], [-6.20395, -0.11308, 4.89196], [-3.76418, -1.57168, 4.64867], [-5.29601, -2.31591, 5.17884], [-3.89614, -3.00027, 2.72384], [-5.52379, -3.43290, 3.21937], [-5.85091, -2.04427, 1.34013], [-10.74624, -2.64143, -1.81648], [-13.10230, -2.95765, -2.59386]]
}



(3)
{
  "formula": "C26H23F4N5O2Pt",
  "method": "ωB97M-V with the def2-TZVPD basis set",
  "charge": 0,
  "total_energy_ev": -52993.5799,
  "e_lumo_ev": [-0.6623, -0.7343],
  "e_above_lowest_kj_mol": 194.6,
  "homo_lumo_gap_ev": [6.58, 6.49],
  "largest_force_ev_per_a": 1.16,
  "species": ["Pt", "C", "N", "C", "C", "C", "N", "C", "C", "F", "C", "F", "C", "C", "F", "C", "F", "H", "H", "H", "H", "H", "H", "H", "H", "H", "H", "H", "C", "O", "C", "C", "C", "C", "C", "C", "N", "N", "C", "C", "C", "C", "O", "C", "N", "C", "C", "C", "C", "H", "H", "H", "H", "H", "H", "H", "H", "H", "H", "H", "H"],
  "coordinates": [[-1.91046, 1.06388, 0.06171], [-3.97584, 3.55131, 0.18834], [-2.59544, 3.22645, 0.53503], [-1.65955, 4.08299, -0.19327], [-2.34818, 3.24229, 1.97898], [-2.92928, 2.02963, 2.68459], [-2.55847, 0.80662, 1.98237], [-2.71422, -0.40615, 2.56768], [-2.41241, -1.58923, 1.84628], [-1.97352, -1.47952, 0.56706], [-2.54455, -2.85559, 2.35973], [-2.22910, -3.90198, 1.58470], [-2.99203, -3.07610, 3.64656], [-3.30515, -1.95237, 4.37977], [-3.75025, -2.09535, 5.63475], [-3.17728, -0.67186, 3.88005], [-3.53670, 0.32983, 4.71536], [-4.19928, 4.60146, 0.41588], [-4.66140, 2.91629, 0.74590], [-4.13390, 3.37510, -0.87417], [-1.80081, 5.14166, 0.06176], [-1.81236, 3.95630, -1.26435], [-0.63664, 3.79575, 0.04379], [-2.75076, 4.15529, 2.43685], [-1.26643, 3.23466, 2.12014], [-4.02038, 2.11268, 2.75806], [-2.54075, 2.05467, 3.70134], [-3.09337, -4.06862, 4.05722], [2.23874, -4.88247, 0.31019], [3.52215, -4.33854, 0.06627], [3.62191, -3.35866, -0.86561], [4.87099, -2.75285, -0.99738], [5.06798, -1.74599, -1.91782], [4.00961, -1.28432, -2.70478], [2.76953, -1.91418, -2.58767], [2.57688, -2.94870, -1.68853], [4.28903, -0.29129, -3.66748], [3.45776, 0.55659, -4.04014], [2.22836, 0.80535, -3.43673], [1.17177, 1.12831, -4.27850], [-0.13053, 1.27957, -3.82402], [-0.44541, 1.16444, -2.46689], [-1.65204, 1.24483, -2.01027], [0.66429, 0.98196, -1.56874], [0.36574, 1.02743, -0.25241], [1.31540, 0.90416, 0.64702], [2.66194, 0.77531, 0.28586], [2.99630, 0.74923, -1.04441], [1.99065, 0.81449, -2.02925], [2.34470, -5.53303, 1.17394], [1.88480, -5.46990, -0.54109], [1.51122, -4.09938, 0.53861], [5.68234, -3.09851, -0.36976], [6.04102, -1.28407, -2.02704], [1.95123, -1.61024, -3.22679], [1.60841, -3.42703, -1.64156], [1.38586, 1.19512, -5.33805], [-0.93926, 1.47245, -4.51687], [1.01147, 0.94082, 1.68640], [3.42108, 0.71440, 1.05269], [4.03456, 0.70462, -1.34130]]
}



(4)
{
  "formula": "C26H24AsCl3N5O10PdS2",
  "method": "ωB97M-V with the def2-TZVPD basis set",
  "charge": 1,
  "total_energy_ev": -178818.0696,
  "e_lumo_ev": [-5.0571, -8.1726],
  "e_above_lowest_kj_mol": 82.5,
  "s_squared": 6.0267,
  "multiplicity": 5,
  "homo_lumo_gap_ev": [5.70, 2.71],
  "largest_force_ev_per_a": 0.42,
  "species": ["Pd", "O", "As", "O", "O", "C", "C", "C", "C", "C", "C", "S", "O", "O", "O", "H", "H", "H", "H", "H", "O", "O", "C", "C", "O", "H", "H", "H", "H", "H", "H", "Cl", "C", "C", "C", "C", "C", "C", "N", "C", "C", "N", "C", "O", "C", "C", "C", "Cl", "S", "C", "C", "C", "Cl", "C", "H", "H", "H", "H", "H", "H", "H", "H", "H", "H", "H", "H", "H", "N", "C", "N", "C", "N"],
  "coordinates": [[0.01898, 0.23175, -0.20454], [-2.72952, 1.08860, -2.85745], [-2.54832, 1.65511, -1.20038], [-2.30849, -0.15576, -0.37664], [-0.88590, 1.94111, -1.08284], [-3.14893, -1.10246, -0.86028], [-4.47330, -1.08850, -0.42551], [-5.39381, -2.00702, -0.89856], [-5.01998, -2.97880, -1.81610], [-3.71139, -3.01890, -2.25675], [-2.78536, -2.09032, -1.78757], [-1.17336, -2.21814, -2.43336], [-0.46633, -2.94754, -1.13736], [-1.12618, -3.14250, -3.50706], [-0.56293, -0.92542, -2.57811], [-1.86482, 0.81050, -3.20477], [-4.76526, -0.32685, 0.28647], [-6.41677, -1.96037, -0.54785], [-5.74017, -3.69382, -2.18712], [-3.38681, -3.76032, -2.97360], [2.41054, -1.16756, -0.38250], [2.39845, 0.14124, -0.18605], [-1.03075, 4.46198, 1.58171], [-0.60404, 3.05661, 1.94476], [0.59487, 2.66384, 1.28604], [-1.93190, 4.74777, 2.12554], [-1.24720, 4.52884, 0.51339], [-0.24381, 5.17789, 1.82217], [-1.40467, 2.34452, 1.70269], [-0.41146, 2.97634, 3.01777], [0.61543, 3.11762, 0.43598], [6.06567, -2.57688, 0.14282], [5.07252, -2.37727, 1.53645], [3.87233, -3.06381, 1.62902], [3.08902, -2.87733, 2.75395], [3.46620, -2.02218, 3.78716], [2.52321, -1.83256, 4.95065], [1.87305, -0.44536, 4.98707], [0.88510, -0.33523, 3.93363], [-0.45298, -0.65418, 4.03378], [-0.96032, -0.56575, 2.77492], [0.05188, -0.22902, 1.91548], [1.14069, -0.08295, 2.63512], [3.17004, -2.07042, 6.20809], [3.03271, -3.37776, 6.69308], [1.63871, -3.61396, 7.22607], [0.64931, -4.44301, 6.60813], [0.85844, -5.33568, 5.22483], [-0.85930, -4.44998, 7.45302], [-0.21202, -3.38376, 8.60414], [1.12020, -3.02538, 8.35850], [4.68330, -1.35013, 3.65665], [5.25597, -0.26889, 4.89290], [5.48898, -1.52242, 2.54511], [3.55186, -3.70677, 0.82188], [2.13879, -3.39743, 2.82040], [1.71855, -2.56437, 4.80817], [2.62282, 0.33021, 4.85342], [1.38578, -0.27443, 5.94715], [-0.91937, -0.86261, 4.98142], [-1.96670, -0.72250, 2.42478], [2.10995, 0.19895, 2.25419], [3.73294, -3.47901, 7.52302], [3.29194, -4.12917, 5.94143], [-0.82031, -3.04858, 9.43295], [1.67049, -2.35194, 9.00059], [6.42703, -0.99263, 2.46402], [1.11073, -1.57139, -0.39625], [0.89201, -2.77354, -0.95110], [1.77034, -3.67722, -1.18022], [1.36365, -4.85174, -1.68174], [1.10319, -5.90158, -2.08223]]
}